Entry 1:
Computed, not measured: a cluster of 13 separate species, C60H110O39 in total, with ωB97M-V/def2-TZVPD.

Last column: Löwdin charge in e.
CARTESIAN COORDINATES (ANGSTROEM)
C (21.41732, 12.12742, 13.26702)  -0.009
C (22.48194, 12.59832, 12.31401)  -0.288
C (22.00384, 12.89732, 10.89226)  -0.073
O (22.29532, 14.28934, 10.73014)  0.083
C (22.85534, 14.80394, 11.83238)  -0.503
O (23.30580, 15.96840, 11.94884)  0.091
O (22.89810, 13.87644, 12.81129)  0.070
H (21.83376, 11.92502, 14.25379)  0.077
H (20.91142, 11.24702, 12.87075)  0.084
H (20.63670, 12.86312, 13.46067)  0.083
H (23.33214, 11.91640, 12.29840)  0.159
H (20.94508, 12.66542, 11.00771)  0.093
H (22.29320, 12.18622, 10.11851)  0.143
C (17.90940, 10.96566, 12.76782)  -0.005
C (18.22254, 10.39560, 11.37320)  -0.339
C (17.16339, 10.22718, 10.34539)  -0.083
O (17.68958, 10.68922, 9.10639)  0.124
C (18.84552, 11.22966, 9.36791)  -0.554
O (19.59027, 11.69850, 8.50786)  0.118
O (19.12636, 11.18478, 10.70339)  0.072
H (17.14484, 10.43524, 13.33544)  0.082
H (17.55928, 11.99604, 12.70591)  0.078
H (18.73479, 10.91152, 13.47768)  0.049
H (18.62436, 9.42921, 11.67772)  0.156
H (16.21923, 10.72714, 10.56150)  0.140
H (16.88378, 9.17384, 10.32522)  0.138
C (19.37124, 13.65798, 24.32502)  0.000
C (20.09222, 12.58828, 23.51944)  -0.336
C (19.22712, 11.63720, 22.72301)  -0.126
O (19.76030, 11.61518, 21.46851)  0.089
C (20.78346, 12.46816, 21.45662)  -0.568
O (21.54240, 12.60252, 20.52727)  0.138
O (20.84064, 13.21198, 22.55420)  0.110
H (18.72124, 14.33574, 23.77163)  0.077
H (20.12990, 14.22166, 24.86800)  0.089
H (18.63296, 13.15992, 24.95349)  0.095
H (20.76691, 11.99078, 24.13253)  0.156
H (18.17594, 11.92552, 22.72211)  0.103
H (19.21855, 10.60394, 23.06997)  0.144
C (22.99454, 15.44352, 18.48225)  0.018
C (22.80546, 14.85038, 16.99406)  -0.261
C (23.89268, 15.30154, 16.03507)  -0.130
O (24.31172, 14.16872, 15.40458)  0.090
C (23.91310, 13.12712, 16.13915)  -0.488
O (24.35348, 11.99512, 15.82343)  0.085
O (23.07150, 13.49530, 17.14371)  0.064
H (23.94340, 15.31596, 19.00331)  0.090
H (22.35626, 15.00084, 19.24691)  0.057
H (22.67326, 16.48458, 18.44940)  0.047
H (21.79094, 14.86662, 16.59585)  0.133
H (24.75108, 15.74866, 16.53643)  0.142
H (23.51578, 16.04144, 15.32896)  0.131
C (23.56804, 22.11664, 16.54061)  -0.018
C (24.38826, 20.87196, 16.74425)  -0.254
C (23.55884, 19.66454, 17.17145)  -0.106
O (23.75204, 18.66334, 16.22271)  0.057
C (24.49052, 19.05050, 15.23707)  -0.550
O (24.89560, 18.35262, 14.29637)  0.121
O (24.86500, 20.34010, 15.46142)  0.070
H (22.53864, 21.92570, 16.23734)  0.086
H (24.01922, 22.82976, 15.85068)  0.092
H (23.46592, 22.63744, 17.49267)  0.078
H (25.30448, 21.03842, 17.31077)  0.150
H (22.49482, 19.89265, 17.23435)  0.117
H (23.90564, 19.26866, 18.12596)  0.131
C (16.04650, 11.09686, 18.77994)  0.004
C (16.16418, 12.43168, 19.46189)  -0.311
C (14.98160, 13.37014, 19.72610)  -0.044
O (15.20552, 13.82414, 21.04988)  0.118
C (16.07552, 13.10972, 21.64401)  -0.586
O (16.28548, 13.10416, 22.88133)  0.086
O (16.58278, 12.23042, 20.79209)  0.086
H (16.93128, 10.49472, 18.98657)  0.094
H (15.91744, 11.16058, 17.69949)  0.070
H (15.17196, 10.52778, 19.09524)  0.087
H (16.96550, 12.98692, 18.97433)  0.121
H (14.09316, 12.74270, 19.65462)  0.136
H (14.96518, 14.20758, 19.02859)  0.139
C (20.93404, 19.88036, 24.58512)  -0.013
C (19.39156, 19.72224, 24.89959)  -0.291
C (18.56996, 19.58287, 23.57745)  -0.094
O (17.69624, 18.50926, 23.80403)  0.099
C (17.99701, 17.87980, 24.88191)  -0.526
O (17.31205, 16.94336, 25.28455)  0.132
O (19.13952, 18.45782, 25.45628)  0.060
H (21.32156, 18.98837, 24.09293)  0.080
H (21.48632, 19.83176, 25.52358)  0.077
H (21.16914, 20.75042, 23.97208)  0.070
H (18.99528, 20.55118, 25.48602)  0.148
H (19.24620, 19.52550, 22.72452)  0.110
H (18.00584, 20.51082, 23.48382)  0.135
C (21.62838, 8.77760, 18.53279)  0.004
C (20.46496, 9.79298, 18.35166)  -0.301
C (20.83595, 11.06598, 17.58733)  -0.132
O (20.47808, 10.76172, 16.31988)  0.059
C (19.76066, 9.60082, 16.26901)  -0.564
O (19.44618, 9.00189, 15.29183)  0.155
O (19.63030, 9.11248, 17.49055)  0.086
H (22.24538, 9.26168, 19.28982)  0.085
H (22.08674, 8.59766, 17.56035)  0.100
H (21.34056, 7.83164, 18.99151)  0.084
H (20.00726, 9.94960, 19.32843)  0.143
H (21.91566, 11.19526, 17.66235)  0.131
H (20.36250, 12.01072, 17.85455)  0.118
C (16.89572, 17.56424, 16.47669)  0.013
C (16.95554, 19.08388, 16.87523)  -0.303
C (15.71312, 19.75822, 17.46933)  -0.129
O (16.19536, 20.32162, 18.60617)  0.091
C (17.52856, 20.07500, 18.75987)  -0.521
O (18.23514, 20.55468, 19.61772)  0.130
O (17.94374, 19.22414, 17.84054)  0.074
H (16.55682, 16.89920, 17.27102)  0.084
H (17.94171, 17.29718, 16.32612)  0.054
H (16.28898, 17.39704, 15.58674)  0.082
H (17.27523, 19.65906, 16.00629)  0.151
H (15.05020, 18.90790, 17.62927)  0.134
H (15.28380, 20.47366, 16.76795)  0.141
C (20.88602, 22.44308, 19.30272)  -0.078
O (22.09284, 21.70218, 19.49959)  -0.206
C (22.50900, 21.62806, 20.86225)  -0.206
C (23.82334, 20.96118, 21.00278)  -0.177
O (24.88690, 21.54934, 20.24035)  -0.133
C (26.14216, 21.07780, 20.64953)  -0.212
C (26.73820, 21.86360, 21.84993)  -0.148
O (27.94574, 21.22528, 22.28919)  -0.187
C (27.83790, 19.92466, 22.83821)  -0.111
H (20.68400, 22.57256, 18.23946)  0.088
H (20.97830, 23.49494, 19.57325)  0.086
H (20.15376, 21.92792, 19.92442)  0.070
H (21.74220, 21.13786, 21.46209)  0.101
H (22.45754, 22.63350, 21.28002)  0.130
H (23.77010, 19.96244, 20.56944)  0.110
H (24.03748, 20.87555, 22.06810)  0.129
H (26.77252, 21.21334, 19.77068)  0.129
H (26.10918, 19.99238, 20.74366)  0.112
H (26.02984, 21.78878, 22.67499)  0.111
H (26.92784, 22.88938, 21.53384)  0.132
H (28.72232, 19.53893, 23.34530)  0.090
H (27.56910, 19.27151, 22.00800)  0.072
H (27.05280, 19.76274, 23.57679)  0.084
C (18.31248, 14.50076, 9.92595)  -0.064
O (17.92681, 14.37546, 11.29939)  -0.207
C (16.78270, 15.12048, 11.67323)  -0.202
C (16.87557, 15.48566, 13.16240)  -0.222
O (17.82392, 16.44714, 13.44336)  -0.152
C (19.25642, 16.20391, 13.18845)  -0.101
C (20.09972, 17.29694, 13.86368)  -0.128
O (20.28348, 16.92726, 15.24604)  -0.191
C (20.63496, 17.99188, 16.03432)  -0.129
H (19.33294, 14.13086, 9.82633)  0.080
H (18.23324, 15.51790, 9.54218)  0.094
H (17.66440, 13.83834, 9.35212)  0.090
H (15.87944, 14.52564, 11.53757)  0.113
H (16.50916, 15.96896, 11.04604)  0.127
H (17.06126, 14.56618, 13.71752)  0.101
H (15.88706, 15.84480, 13.44871)  0.122
H (19.29498, 16.24683, 12.09998)  0.119
H (19.48710, 15.15928, 13.39730)  0.118
H (19.57988, 18.24658, 13.73697)  0.127
H (21.09264, 17.46379, 13.44608)  0.128
H (21.08648, 17.66250, 16.97013)  0.082
H (19.69868, 18.52362, 16.20391)  0.075
H (21.32234, 18.71526, 15.59579)  0.086
C (12.18804, 8.94366, 11.21798)  -0.094
O (13.61798, 8.93110, 11.25105)  -0.188
C (14.21530, 8.87832, 12.54190)  -0.160
C (13.69180, 10.01624, 13.54753)  -0.164
O (13.83722, 11.28970, 12.91876)  -0.141
C (13.60632, 12.41846, 13.75960)  -0.168
C (12.10614, 12.72058, 13.89285)  -0.208
O (11.49102, 13.06416, 12.66183)  -0.178
C (10.14188, 13.42314, 12.84316)  -0.117
H (11.78618, 9.89940, 11.55439)  0.076
H (11.68994, 8.22763, 11.87166)  0.086
H (11.90382, 8.78164, 10.17823)  0.092
H (15.27218, 9.01526, 12.31302)  0.095
H (14.16412, 7.89032, 12.99941)  0.119
H (14.28896, 9.93914, 14.45613)  0.114
H (12.64538, 9.84663, 13.80122)  0.106
H (14.15902, 13.26556, 13.35339)  0.117
H (13.98724, 12.28872, 14.77260)  0.113
H (11.94492, 13.52894, 14.60605)  0.121
H (11.57486, 11.85902, 14.29726)  0.115
H (10.04430, 14.36008, 13.39156)  0.084
H (9.57410, 12.61684, 13.30751)  0.090
H (9.75715, 13.70946, 11.86433)  0.090
C (17.71868, 12.51680, 15.80150)  -0.080
O (18.18092, 13.09436, 17.01216)  -0.174
C (18.72528, 14.36478, 16.89565)  -0.205
C (19.24500, 14.89086, 18.18872)  -0.184
O (18.20990, 15.02184, 19.13031)  -0.121
C (18.70820, 15.43190, 20.39895)  -0.126
C (19.22348, 16.87998, 20.41579)  -0.145
O (20.65096, 16.95040, 20.24931)  -0.206
C (21.23188, 18.27812, 20.16675)  -0.074
H (17.37874, 11.50584, 16.02617)  0.081
H (18.48448, 12.44642, 15.02904)  0.075
H (16.80824, 13.01928, 15.47480)  0.084
H (18.14144, 15.07600, 16.31135)  0.116
H (19.66050, 14.25082, 16.34750)  0.117
H (19.76648, 15.84224, 18.08370)  0.120
H (20.00482, 14.19880, 18.55180)  0.121
H (19.61016, 14.87202, 20.64616)  0.118
H (17.93130, 15.23062, 21.13652)  0.129
H (18.98932, 17.35359, 21.36918)  0.113
H (18.87498, 17.52716, 19.61094)  0.113
H (21.07686, 18.95752, 21.00489)  0.066
H (20.91242, 18.75232, 19.23874)  0.081
H (22.31854, 18.19704, 20.14069)  0.070

The total charge is 0. As for the molar mass: 1455.50 g/mol. The value obtained for the HOMO energy is -0.3521 hartree. The calculation puts the LUMO energy at -0.13 eV.

---

Entry 2:
Computed, not measured: a cluster of 2 separate species, C2H5BrS in total, with ωB97M-V/def2-TZVPD.

Last column: natural (NBO) charge in e.
CARTESIAN COORDINATES (ANGSTROEM)
C (-1.13349, -1.35373, -0.64295)  -0.422
C (-1.62233, -0.60465, 0.31680)  -0.219
Br (-2.10319, 1.32817, -0.08547)  -0.019
H (-1.14584, -2.44114, -0.41295)  0.219
H (-0.70923, -1.00808, -1.60390)  0.227
H (-1.93849, -1.08498, 1.25935)  0.224
S (1.80910, 1.98033, 0.06108)  -0.305
H (0.56103, 1.58284, 0.49608)  0.157
H (2.25226, 0.75272, -0.22238)  0.138

The total charge is 0. As for the molar mass: 141.03 g/mol. The energy relative to the best compared isomer or geometry (same formula, charge and spin) is 94.1 kJ/mol. The value obtained for the HOMO energy is -0.3502 hartree. As for the SMILES: C=CBr.S. The calculation puts the LUMO energy at 0.56 eV.

---

Entry 3:
Computed, not measured: a structure of composition C4H8O3, with ωB97M-V/def2-TZVPD.

Last column: natural (NBO) charge in e.
CARTESIAN COORDINATES (ANGSTROEM)
C (-2.73927, 0.18911, -0.06126)  -0.266
O (-1.47905, 0.28812, 0.58833)  -0.498
C (-0.44956, -0.14952, -0.15512)  0.589
O (-0.37600, -0.13432, -1.38559)  -0.658
C (0.79730, -0.47744, 0.49304)  -0.322
C (1.97362, 0.26197, -0.21757)  -0.079
O (2.85946, 0.79853, 0.74934)  -0.710
H (-3.08857, -0.84678, 0.00167)  0.176
H (-3.41548, 0.84248, 0.48610)  0.197
H (-2.66826, 0.48924, -1.10777)  0.210
H (1.04721, -0.86753, 1.46830)  0.241
H (-0.18547, -1.49560, 0.16803)  0.258
H (2.49065, -0.34947, -0.95103)  0.185
H (1.52275, 1.10452, -0.77266)  0.202
H (3.71068, 0.34669, 0.69618)  0.475

The total charge is 0. As for the molar mass: 104.10 g/mol. The energy relative to the best compared isomer or geometry (same formula, charge and spin) is 434.8 kJ/mol. The value obtained for the HOMO energy is -0.3568 hartree. The calculation puts the LUMO energy at 0.49 eV.